{"formula": "C36H73BF5N4O2", "method": "ωB97M-V/def2-TZVPD", "symbols": ["C", "O", "C", "B", "C", "C", "O", "C", "C", "C", "C", "C", "C", "C", "F", "F", "C", "F", "F", "F", "H", "H", "H", "H", "H", "H", "H", "H", "H", "H", "H", "H", "H", "C", "C", "N", "C", "C", "C", "C", "H", "H", "H", "H", "H", "H", "H", "H", "H", "H", "H", "H", "H", "H", "H", "C", "C", "N", "C", "C", "C", "C", "H", "H", "H", "H", "H", "H", "H", "H", "H", "H", "H", "H", "H", "H", "H", "C", "C", "N", "C", "C", "C", "C", "H", "H", "H", "H", "H", "H", "H", "H", "H", "H", "H", "H", "H", "H", "H", "C", "C", "N", "C", "C", "C", "C", "H", "H", "H", "H", "H", "H", "H", "H", "H", "H", "H", "H", "H", "H", "H"], "xyz": [[3.931, -2.285, -1.423], [3.456, -1.660, -2.592], [4.539, -1.043, -3.335], [4.316, 0.569, -3.615], [3.015, 1.213, -2.839], [3.070, 1.203, -1.332], [2.386, 0.473, -0.636], [4.025, 2.176, -0.595], [4.928, 1.750, 0.343], [5.761, 2.683, 0.924], [5.669, 4.000, 0.548], [4.741, 4.435, -0.374], [3.908, 3.499, -0.953], [5.707, 1.412, -3.389], [6.384, 1.056, -2.235], [5.511, 2.777, -3.390], [6.744, 1.186, -4.518], [7.868, 1.928, -4.261], [6.313, 1.595, -5.715], [7.157, -0.086, -4.594], [4.646, -1.666, -0.864], [4.343, -3.276, -1.681], [3.060, -2.442, -0.771], [5.501, -1.262, -2.843], [4.580, -1.563, -4.307], [4.082, 0.671, -4.806], [2.767, 2.236, -3.158], [2.152, 0.587, -3.100], [4.975, 0.697, 0.607], [6.492, 2.397, 1.676], [6.341, 4.739, 0.982], [4.638, 5.470, -0.692], [3.162, 3.792, -1.687], [1.341, 2.498, 1.945], [0.428, 1.772, 2.919], [-0.960, 2.201, 2.858], [-1.770, 1.669, 3.940], [-1.987, 0.150, 4.003], [-1.572, 2.158, 1.540], [-1.621, 0.807, 0.817], [1.318, 3.577, 2.117], [2.365, 2.152, 2.087], [1.085, 2.305, 0.904], [0.804, 1.963, 3.929], [0.532, 0.690, 2.747], [-2.747, 2.161, 3.923], [-1.310, 1.983, 4.883], [-2.716, -0.187, 3.267], [-2.382, -0.122, 4.986], [-1.061, -0.407, 3.859], [-1.046, 2.868, 0.897], [-2.587, 2.563, 1.611], [-0.690, 0.246, 0.915], [-1.790, 0.967, -0.250], [-2.442, 0.185, 1.176], [-7.671, -4.185, 1.047], [-7.023, -2.928, 0.484], [-5.901, -2.432, 1.261], [-5.459, -1.112, 0.836], [-4.868, -0.963, -0.571], [-4.834, -3.388, 1.525], [-4.131, -4.017, 0.315], [-8.025, -4.026, 2.067], [-8.530, -4.460, 0.432], [-6.989, -5.037, 1.044], [-7.793, -2.151, 0.459], [-6.741, -3.123, -0.562], [-4.732, -0.736, 1.563], [-6.315, -0.434, 0.917], [-3.849, -1.343, -0.624], [-4.824, 0.095, -0.837], [-5.469, -1.464, -1.331], [-5.239, -4.197, 2.141], [-4.082, -2.918, 2.164], [-4.830, -4.300, -0.473], [-3.608, -4.924, 0.627], [-3.380, -3.354, -0.109], [-5.913, -8.386, 3.009], [-6.054, -8.440, 4.524], [-5.129, -7.573, 5.229], [-5.113, -7.806, 6.664], [-6.388, -7.501, 7.461], [-5.137, -6.177, 4.822], [-6.457, -5.407, 4.950], [-4.901, -8.651, 2.700], [-6.602, -9.098, 2.552], [-6.154, -7.401, 2.607], [-5.864, -9.471, 4.835], [-7.103, -8.223, 4.782], [-4.283, -7.243, 7.101], [-4.857, -8.858, 6.825], [-6.524, -6.432, 7.618], [-6.316, -7.958, 8.451], [-7.282, -7.901, 6.983], [-4.811, -6.124, 3.779], [-4.360, -5.640, 5.371], [-7.319, -5.992, 4.626], [-6.420, -4.512, 4.323], [-6.629, -5.070, 5.971], [3.313, 5.468, -4.896], [3.924, 6.757, -5.432], [5.053, 7.234, -4.654], [5.477, 8.572, -5.026], [6.046, 8.786, -6.435], [6.124, 6.270, -4.447], [6.815, 5.689, -5.686], [2.985, 5.590, -3.863], [2.443, 5.198, -5.497], [4.009, 4.629, -4.943], [3.144, 7.524, -5.413], [4.186, 6.603, -6.490], [6.212, 8.923, -4.295], [4.616, 9.238, -4.905], [7.067, 8.417, -6.521], [6.077, 9.856, -6.658], [5.437, 8.311, -7.205], [5.724, 5.439, -3.861], [6.880, 6.716, -3.795], [6.109, 5.437, -6.479], [7.339, 4.770, -5.414], [7.564, 6.370, -6.091]], "forces_ev_per_angstrom": [[-1.0, -0.2, -0.1], [0.7, 0.2, 0.4], [0.0, 0.0, -0.4], [0.0, 0.0, -0.3], [-0.4, 0.0, 0.8], [0.2, 0.0, 0.5], [0.1, 0.0, 0.0], [-1.4, -1.0, -1.6], [0.1, -0.4, 0.4], [0.3, -0.4, 0.4], [0.6, 1.4, 0.3], [-0.5, 0.1, -0.4], [0.0, 0.5, 0.0], [-0.5, -1.0, -0.8], [0.1, 0.5, 0.0], [0.3, 0.1, 0.3], [0.6, 0.9, 0.7], [-0.1, -0.2, -0.1], [0.0, -0.3, 0.0], [-0.3, 0.0, -0.2], [0.1, -0.1, -0.2], [0.3, 0.2, 0.3], [0.2, 0.0, -0.1], [-0.2, 0.0, 0.0], [0.1, 0.0, 0.2], [-0.1, 0.3, -0.1], [0.4, -0.1, -0.1], [0.2, 0.1, 0.1], [0.0, 0.1, -0.1], [-0.1, -0.1, -0.1], [-0.1, -0.2, 0.0], [0.3, 0.0, 0.3], [0.2, 0.0, 0.0], [0.0, 0.1, 0.0], [0.2, -0.1, -0.2], [-0.2, 0.1, 0.2], [0.0, 0.0, 0.1], [-0.1, 0.0, 0.1], [0.0, 0.1, -0.3], [-0.2, 0.0, -0.1], [0.0, 0.0, 0.0], [0.0, 0.0, -0.1], [0.0, -0.1, 0.0], [-0.2, 0.0, 0.1], [0.1, 0.0, 0.0], [0.0, 0.0, -0.1], [0.1, 0.0, -0.1], [0.1, 0.0, -0.1], [0.0, 0.0, 0.0], [0.0, 0.0, 0.0], [0.1, 0.0, 0.1], [0.0, -0.1, 0.2], [0.0, 0.1, 0.0], [0.0, 0.0, 0.0], [0.1, -0.1, 0.0], [0.1, -0.1, 0.1], [0.0, -0.2, -0.1], [0.0, 0.1, 0.2], [-0.1, 0.2, 0.0], [0.1, 0.1, 0.0], [0.0, -0.3, 0.0], [0.2, -0.1, 0.1], [0.1, 0.0, 0.0], [0.0, 0.0, 0.0], [0.0, 0.0, 0.0], [0.2, 0.1, 0.0], [-0.1, 0.0, -0.1], [0.0, -0.1, 0.0], [-0.1, -0.1, 0.0], [0.0, 0.0, -0.1], [0.0, 0.0, 0.0], [0.0, 0.0, 0.0], [-0.1, 0.0, -0.1], [-0.1, 0.2, -0.1], [0.0, 0.0, 0.0], [0.0, 0.0, 0.0], [-0.1, 0.0, -0.1], [0.0, 0.0, 0.0], [-0.1, 0.1, -0.2], [0.2, 0.0, 0.2], [0.1, -0.1, 0.1], [0.0, 0.0, 0.2], [0.0, 0.1, -0.3], [0.0, 0.2, 0.0], [0.0, 0.1, 0.0], [0.0, 0.0, 0.0], [0.0, 0.0, 0.0], [0.0, 0.1, 0.2], [-0.1, -0.1, 0.0], [0.0, 0.1, -0.1], [0.0, 0.0, -0.1], [-0.1, 0.0, -0.1], [0.0, 0.0, 0.0], [0.0, 0.0, 0.0], [0.0, -0.1, 0.0], [0.0, -0.2, 0.1], [0.0, 0.0, 0.0], [0.0, 0.0, 0.0], [-0.1, -0.1, 0.0], [0.1, 0.0, 0.0], [-0.1, -0.2, 0.0], [0.1, 0.2, 0.1], [-0.1, 0.1, 0.0], [0.1, 0.2, 0.0], [0.0, -0.4, 0.1], [0.2, -0.1, 0.0], [0.1, 0.0, 0.0], [0.0, 0.0, 0.0], [0.0, 0.0, 0.0], [0.1, 0.1, 0.0], [-0.1, 0.0, 0.0], [0.0, -0.1, 0.0], [-0.1, -0.1, 0.0], [0.0, -0.1, 0.0], [0.0, 0.0, 0.0], [0.0, 0.0, 0.0], [-0.1, 0.0, -0.1], [-0.1, 0.2, -0.1], [0.0, 0.0, 0.0], [-0.1, 0.0, 0.0], [-0.1, 0.0, -0.1]], "mulliken_charge": [-0.67, -0.36, -0.91, 0.68, -1.26, -0.16, -0.65, 1.55, -0.20, -0.83, -0.61, -0.74, -0.11, 0.43, -0.35, -0.12, 0.45, -0.31, -0.26, -0.27, 0.25, 0.32, 0.19, 0.42, 0.18, -0.31, 0.45, 0.24, 0.36, 0.39, 0.35, 0.44, 0.38, -1.12, -0.28, 0.14, -0.83, -0.36, -0.96, -0.13, 0.26, 0.39, 0.09, 0.43, 0.21, 0.37, 0.39, -0.29, 0.44, 0.27, 0.41, 0.34, 0.22, 0.42, -0.37, -1.33, -0.36, 0.18, -0.30, -0.99, 0.19, -1.19, 0.28, 0.46, 0.23, 0.43, 0.28, -0.09, 0.40, 0.13, 0.41, 0.35, -0.44, 0.31, 0.26, 0.44, 0.29, -1.15, -0.32, 0.09, -0.71, -0.96, -0.75, -0.86, 0.32, 0.45, 0.03, 0.46, 0.22, 0.36, 0.42, 0.23, 0.39, 0.27, 0.32, 0.31, 0.20, 0.37, 0.31, -1.08, -0.43, 0.15, -0.73, -0.98, -0.15, -1.09, 0.26, 0.48, 0.08, 0.46, 0.24, 0.35, 0.44, 0.23, 0.40, 0.28, -0.16, 0.38, 0.22, 0.38, 0.34], "total_charge": -1, "energy_ha": -2309.19065, "spin_multiplicity": 1, "molar_mass_g_mol": 699.808, "max_force_ev_per_a": 2.394, "orbital_gap_ev": 7.34}